DFT (ωB97M-V/def2-TZVPD) results for a cluster of 11 separate species, C21H64N8O11 in total.

The geometry in ORCA input format:
```
! RIJCOSX wB97M-V def2-TZVPD def2/J DEFGRID3
* xyz 0 1
C 0.21 3.95 -2.54
O 0.30 2.65 -3.02
H -0.83 4.32 -2.82
H 0.94 4.60 -3.12
H 0.39 4.00 -1.48
H -0.56 2.27 -3.06
C 2.66 1.07 4.31
O 2.11 -0.20 4.25
H 3.66 1.00 4.76
H 2.17 1.72 5.03
H 2.64 1.53 3.29
H 2.56 -0.68 3.54
C 3.96 -2.26 2.31
O 5.01 -2.80 3.09
N 3.60 -1.07 2.18
N 3.03 -3.09 1.85
H 4.28 -0.30 2.33
H 2.72 -0.79 1.76
H 3.30 -4.09 1.84
H 2.10 -2.81 1.59
C 0.23 -0.06 0.41
O 1.06 0.18 1.56
N 0.39 0.58 -0.69
N -0.56 -1.04 0.41
H 1.06 1.35 -0.59
H 0.27 0.09 -1.65
H -0.49 -1.39 1.39
H -1.41 -0.81 -0.03
C -2.62 2.43 -1.83
O -3.70 3.30 -1.60
N -1.80 1.99 -0.87
N -2.31 1.77 -2.89
H -2.01 2.27 0.10
H -0.92 1.41 -0.91
H -2.88 2.06 -3.71
H -1.81 0.87 -2.97
C -0.79 -3.43 -2.34
O -0.28 -4.15 -3.43
N -1.97 -2.95 -2.33
N -0.06 -3.03 -1.30
H -2.56 -3.20 -3.15
H -2.46 -2.34 -1.71
H 0.97 -3.20 -1.20
H -0.40 -2.43 -0.52
C -4.16 -2.22 -0.32
C -3.91 -0.81 -0.47
C -3.76 -0.10 0.90
O -2.82 -0.60 -1.07
H -3.30 -2.78 0.15
H -4.57 -2.71 -1.21
H -5.05 -2.35 0.26
H -4.79 -0.39 -1.05
H -3.62 0.97 1.02
H -2.94 -0.49 1.46
H -4.55 -0.20 1.61
H -2.72 0.36 -1.09
C 0.10 0.26 -5.27
C 0.21 -0.53 -3.95
C 1.62 -0.33 -3.29
O -0.69 -0.37 -3.08
H 1.10 0.25 -5.73
H -0.13 1.34 -5.03
H -0.67 -0.27 -5.81
H 0.29 -1.58 -4.22
H 2.32 -0.72 -3.95
H 1.65 -0.94 -2.33
H 1.97 0.69 -3.11
H -0.92 -1.20 -2.54
C -0.14 3.00 1.92
C -1.16 2.35 2.84
C -2.55 2.97 2.60
O -1.17 1.10 2.78
H -0.32 2.92 0.88
H 0.83 2.39 1.98
H 0.13 3.97 2.24
H -0.73 2.44 3.83
H -2.44 4.04 2.68
H -3.34 2.60 3.15
H -2.83 2.73 1.63
H -0.21 0.83 2.87
C 4.68 2.98 -1.20
C 3.50 2.13 -0.97
C 3.93 0.70 -1.16
O 2.83 2.31 0.09
H 4.36 4.02 -1.24
H 5.17 2.80 -2.18
H 5.39 2.77 -0.42
H 2.81 2.31 -1.82
H 3.00 0.14 -1.10
H 4.53 0.39 -0.35
H 4.50 0.56 -2.07
H 3.44 2.59 0.79
C -2.34 -3.02 3.15
C -0.88 -3.29 3.23
C -0.48 -4.04 1.95
O -0.19 -2.30 3.09
H -2.92 -3.30 4.04
H -2.81 -3.63 2.32
H -2.56 -1.95 3.07
H -0.53 -3.79 4.10
H -0.95 -4.95 2.14
H 0.62 -3.98 1.99
H -0.89 -3.64 1.14
H -0.17 -1.71 3.86
*
```

ΔE to the lowest compared entry with this formula, charge and spin	1243.00	kJ/mol
structure (SMILES)	NC(N)=O.NC(N)=O.NC(N)=O.NC(N)=O.CC(C)O.CC(C)O.CC(C)O.CC(C)O.CC(C)O.CO.CO
molecular weight	604.79	g mol⁻¹
LUMO	0.30	eV
electronic energy	-57248.843	eV
HOMO level	-9.084	eV
HOMO-LUMO gap	0.3449	Eh



DFT (ωB97M-V/def2-TZVPD) results for a structure of composition C21H64O12V.

The geometry in ORCA input format:
```
! RIJCOSX wB97M-V def2-TZVPD def2/J DEFGRID3
* xyz 1 5
V -0.62 2.63 -0.65
C -0.05 -0.44 0.32
O 0.32 0.60 -0.55
H -0.77 -0.08 1.06
H -0.53 -1.33 -0.09
H 0.83 -0.72 0.90
O -2.72 2.30 -0.25
H -3.02 1.46 0.14
C -3.82 -1.33 0.13
C -5.28 -1.62 -0.20
O -5.47 -3.00 -0.30
H -3.56 -1.52 1.17
H -3.48 -0.32 -0.08
H -3.16 -1.95 -0.47
H -5.48 -1.20 -1.19
H -5.98 -1.26 0.55
H -5.28 -3.27 0.60
C -0.53 2.47 -5.26
C -1.21 2.97 -3.99
O -0.80 2.23 -2.87
H -1.00 2.87 -6.16
H -0.64 1.38 -5.29
H 0.54 2.64 -5.37
H -2.28 2.83 -4.04
H -0.99 4.04 -3.95
H -0.72 1.33 -3.17
C -1.63 -4.55 0.62
C -0.59 -5.70 0.66
O -1.19 -6.99 0.45
H -2.21 -4.57 -0.30
H -1.13 -3.61 0.87
H -2.37 -4.68 1.42
H -0.07 -5.64 1.61
H 0.17 -5.59 -0.11
H -0.43 -7.58 0.45
C 0.83 -1.76 4.15
C -0.05 -2.59 3.18
O -0.50 -3.72 3.83
H 0.34 -1.46 5.08
H 1.12 -0.86 3.62
H 1.69 -2.34 4.47
H 0.52 -2.96 2.33
H -0.85 -2.07 2.66
H 0.22 -4.29 4.10
C 1.41 3.33 3.29
C 0.23 2.55 2.68
O -0.36 3.14 1.56
H 1.17 4.30 3.72
H 2.20 3.48 2.56
H 1.90 2.77 4.08
H -0.52 2.46 3.47
H 0.59 1.53 2.52
H -1.04 3.73 1.91
C -1.11 -1.67 -5.20
C -0.40 -1.76 -3.89
O -0.43 -0.46 -3.31
H -0.63 -0.98 -5.89
H -2.14 -1.34 -5.03
H -1.03 -2.70 -5.57
H 0.61 -2.12 -4.06
H -0.77 -2.55 -3.24
H -0.39 -0.52 -2.35
C 4.86 0.08 -2.20
C 3.60 -0.76 -2.31
O 2.63 -0.02 -3.01
H 4.62 0.98 -1.63
H 5.24 0.41 -3.17
H 5.68 -0.37 -1.64
H 3.22 -1.01 -1.32
H 3.87 -1.64 -2.88
H 2.01 0.25 -2.32
C 3.18 4.53 -1.95
C 2.12 3.49 -2.13
O 1.48 3.24 -0.91
H 2.73 5.49 -1.69
H 3.61 4.73 -2.93
H 3.94 4.32 -1.20
H 2.59 2.58 -2.50
H 1.38 3.77 -2.89
H 2.18 2.90 -0.34
C -3.87 -0.33 3.82
C -3.09 0.89 3.38
O -3.74 2.01 3.91
H -4.07 -0.27 4.89
H -3.22 -1.19 3.68
H -4.75 -0.49 3.20
H -3.02 1.04 2.30
H -2.07 0.87 3.74
H -3.40 2.83 3.54
C 4.56 1.24 2.57
C 3.57 0.47 1.73
O 3.01 1.32 0.71
H 4.21 2.20 2.94
H 5.48 1.35 2.00
H 4.77 0.55 3.40
H 2.75 0.17 2.39
H 4.03 -0.43 1.31
H 2.38 0.86 0.16
*
```

molecular weight	559.68	g mol⁻¹
LUMO (alpha / beta)	-2.57 / -7.41	eV
electronic energy	-73061.518	eV
HOMO level (alpha / beta)	-11.203 / -11.894	eV
HOMO-LUMO gap (alpha / beta)	0.3171 / 0.1650	Eh



DFT (ωB97M-V/def2-TZVPD) results for a structure of composition C21H66B4N11O7P3.

The geometry in ORCA input format:
```
! RIJCOSX wB97M-V def2-TZVPD def2/J DEFGRID3
* xyz 0 1
N 6.28 -0.72 0.51
C 6.14 0.63 1.07
C 5.47 1.62 0.10
C 4.40 1.00 -0.83
B 2.96 1.11 -0.24
O 2.46 2.39 0.10
B 1.82 2.45 1.32
O 1.47 1.24 1.90
B 1.09 0.37 0.86
B -0.57 -0.07 0.63
N -1.05 -1.40 0.35
O -1.47 1.00 0.67
O 2.12 0.04 0.00
H 6.66 -1.34 1.22
H 6.95 -0.72 -0.25
H 5.53 0.54 1.97
H 7.11 1.04 1.36
H 5.00 2.39 0.72
H 6.23 2.15 -0.49
H 4.40 1.59 -1.76
H 4.65 -0.02 -1.12
H 1.54 3.47 1.85
H -1.26 -1.94 1.19
H -1.92 -1.36 -0.20
H -1.59 1.36 1.54
O -3.04 -1.59 -2.18
P -3.18 -1.13 -3.58
N -2.65 0.46 -3.67
C -3.28 1.57 -4.35
C -1.37 0.69 -3.00
N -4.82 -1.26 -3.95
C -5.50 -0.45 -4.94
C -5.71 -1.59 -2.84
N -2.64 -1.80 -5.02
C -2.76 -3.27 -4.97
C -1.29 -1.46 -5.49
H -3.53 1.34 -5.38
H -2.59 2.41 -4.38
H -4.19 1.90 -3.84
H -0.52 0.24 -3.52
H -1.41 0.26 -2.00
H -1.17 1.75 -2.89
H -5.76 0.55 -4.56
H -6.42 -0.94 -5.24
H -4.89 -0.34 -5.84
H -5.90 -0.74 -2.17
H -5.31 -2.41 -2.25
H -6.67 -1.92 -3.26
H -2.09 -3.71 -4.23
H -2.54 -3.71 -5.95
H -3.78 -3.54 -4.70
H -0.50 -1.75 -4.79
H -1.21 -0.39 -5.69
H -1.11 -1.98 -6.43
O -3.36 -5.59 -2.59
P -3.61 -5.83 -1.16
N -2.42 -6.85 -0.57
C -2.60 -7.99 0.30
C -1.05 -6.49 -0.94
N -5.14 -6.55 -1.06
C -5.57 -7.43 0.00
C -5.74 -6.94 -2.34
N -3.84 -4.75 0.10
C -4.67 -3.60 -0.32
C -2.64 -4.23 0.77
H -3.19 -7.76 1.19
H -1.62 -8.32 0.67
H -3.06 -8.84 -0.21
H -0.69 -5.59 -0.44
H -0.97 -6.33 -2.02
H -0.37 -7.30 -0.68
H -5.21 -8.46 -0.12
H -6.66 -7.47 0.01
H -5.26 -7.05 0.97
H -5.30 -7.85 -2.76
H -5.64 -6.15 -3.07
H -6.81 -7.12 -2.18
H -4.16 -2.98 -1.07
H -4.89 -2.98 0.55
H -5.61 -3.96 -0.73
H -1.97 -3.67 0.10
H -2.08 -5.04 1.24
H -2.96 -3.55 1.56
O 5.72 4.90 3.11
P 4.81 5.70 3.94
N 4.31 6.97 2.92
C 4.27 8.37 3.27
C 3.82 6.57 1.61
N 5.72 6.24 5.25
C 5.51 7.50 5.93
C 7.14 5.88 5.23
N 3.39 5.52 4.85
C 3.42 4.28 5.66
C 2.10 5.55 4.15
H 3.74 8.56 4.21
H 3.72 8.92 2.50
H 5.26 8.82 3.34
H 2.86 6.06 1.63
H 4.53 5.90 1.12
H 3.71 7.45 0.97
H 5.96 8.35 5.40
H 5.98 7.46 6.92
H 4.45 7.69 6.09
H 7.72 6.50 4.53
H 7.28 4.84 4.96
H 7.55 6.03 6.23
H 3.41 3.38 5.04
H 2.56 4.25 6.32
H 4.32 4.27 6.28
H 1.99 4.76 3.40
H 1.95 6.51 3.67
H 1.31 5.42 4.89
*
```

ΔE to the lowest compared entry with this formula, charge and spin	0.00	kJ/mol
molecular weight	721.00	g mol⁻¹
LUMO	0.47	eV
electronic energy	-84154.222	eV
HOMO level	-8.447	eV
HOMO-LUMO gap	0.3276	Eh



DFT (ωB97M-V/def2-TZVPD) results for a structure of composition C21H66N16O14Zn.

The geometry in ORCA input format:
```
! RIJCOSX wB97M-V def2-TZVPD def2/J DEFGRID3
* xyz 0 1
Zn -0.09 -3.03 3.05
O -1.54 -1.66 1.35
C -0.94 -0.43 0.99
C 0.64 -0.42 0.95
O 1.32 -0.92 2.10
H -1.23 0.25 1.79
H -1.43 -0.01 0.11
H 1.06 0.55 0.67
H 1.05 -0.97 0.10
C 2.70 -5.67 1.54
O 2.13 -5.10 2.42
N 3.89 -6.28 1.53
N 2.09 -5.99 0.45
H 4.26 -6.64 0.66
H 4.51 -6.17 2.32
H 1.24 -5.57 0.13
H 2.61 -6.57 -0.20
C -4.62 3.47 -2.95
O -5.28 4.37 -2.46
N -4.54 3.35 -4.25
N -3.96 2.52 -2.33
H -4.03 2.60 -4.68
H -5.22 3.85 -4.80
H -3.43 1.92 -2.95
H -4.06 2.31 -1.35
C -2.54 -4.09 -2.65
O -2.72 -4.65 -3.71
N -2.40 -4.69 -1.57
N -2.81 -2.89 -2.42
H -2.63 -5.67 -1.55
H -2.49 -4.15 -0.72
H -3.11 -2.33 -3.20
H -2.88 -2.49 -1.49
C -5.62 1.97 1.82
O -5.84 3.17 1.58
N -4.94 1.61 2.88
N -6.03 1.00 1.04
H -4.87 0.62 3.08
H -4.42 2.21 3.51
H -5.57 0.11 1.12
H -6.57 1.30 0.24
C -6.34 -3.44 1.88
O -7.51 -3.82 1.90
N -5.66 -3.19 0.84
N -5.59 -3.28 2.94
H -4.67 -3.08 1.01
H -6.12 -3.08 -0.06
H -4.63 -2.96 2.94
H -5.96 -3.63 3.81
C 6.19 -1.59 2.43
O 7.40 -1.59 2.28
N 5.38 -1.51 1.47
N 5.69 -1.50 3.60
H 4.39 -1.37 1.57
H 5.69 -1.54 0.51
H 6.35 -1.41 4.36
H 4.70 -1.34 3.52
C 2.20 2.74 5.01
O 2.40 3.72 5.68
N 3.06 1.98 4.51
N 1.05 2.42 4.46
H 4.04 2.02 4.74
H 2.70 1.11 4.14
H 0.18 2.85 4.76
H 0.99 1.58 3.91
C -2.72 -6.49 3.65
O -1.99 -5.91 2.91
N -3.30 -7.61 3.36
N -3.11 -6.11 4.82
H -3.83 -8.11 4.06
H -2.98 -7.97 2.47
H -2.46 -5.53 5.33
H -3.98 -6.47 5.19
C 6.09 4.03 -1.45
C 5.42 2.74 -0.82
O 4.37 3.17 0.06
H 6.55 3.75 -2.40
H 6.93 4.38 -0.85
H 5.44 4.88 -1.65
H 6.13 2.11 -0.29
H 4.92 2.16 -1.60
H 3.97 2.44 0.55
C -1.14 4.79 1.46
C -1.10 6.30 1.74
C 0.04 6.72 2.65
O -0.79 6.89 0.47
H -1.43 4.20 2.34
H -0.12 4.47 1.29
H -1.84 4.57 0.65
H -2.09 6.59 2.09
H 0.90 7.06 2.07
H 0.31 6.07 3.48
H -0.42 7.58 3.13
H -0.21 6.30 -0.02
C 1.24 4.30 -4.75
C 0.44 3.90 -3.60
C 0.45 2.44 -3.33
O 0.76 4.53 -2.41
H 1.34 3.52 -5.51
H 2.27 4.58 -4.52
H 0.87 5.17 -5.29
H -0.54 4.35 -3.76
H -0.11 2.26 -2.42
H 1.49 2.23 -3.06
H 0.07 1.96 -4.23
H 1.51 4.11 -1.98
C 3.20 -2.13 -6.60
C 2.81 -1.23 -5.40
C 2.36 -2.11 -4.28
O 3.78 -0.31 -4.93
H 2.70 -1.69 -7.46
H 2.86 -3.16 -6.45
H 4.27 -2.12 -6.80
H 2.01 -0.65 -5.86
H 3.16 -2.83 -4.13
H 1.45 -2.61 -4.61
H 2.20 -1.53 -3.37
H 4.23 -0.80 -4.24
*
```

molecular weight	832.25	g mol⁻¹
LUMO	-3.91	eV
electronic energy	-123766.657	eV
HOMO level	-9.409	eV
HOMO-LUMO gap	0.2022	Eh